No. 1
The following is a quantum chemistry calculation of a cluster of 2 separate species, C8H15N3 in total, from the Open Molecules 2025 dataset.

Relative energy (zero: lowest compared OMol25 entry of this formula, charge and spin) in kcal per mole: 31.6
Spin multiplicity: 1
Total charge: +2
Orbital gap (alpha / beta) in eV: 8.23 / 8.23

XYZ file:
```
26
Properties=species:S:1:pos:R:3:forces:R:3
C 1.24007 1.11003 0.79924 -0.449 -0.443 -0.145
C 0.74141 -0.02464 0.25100 -3.911 0.659 0.338
C 2.92654 -0.04411 -0.04318 0.255 0.091 -0.004
C -1.92902 -1.69832 0.89800 -0.126 -0.098 0.167
C -2.07220 -1.53178 -0.60214 -0.158 -0.252 -0.118
C -1.74532 -0.38895 0.26158 3.152 -0.246 -0.057
C 4.28135 -0.42160 -0.47227 0.415 0.002 -0.113
C -2.42159 0.90008 0.47098 0.082 -0.043 0.569
N 2.59936 1.07291 0.60747 0.317 -0.313 -0.168
N 1.78902 -0.72170 -0.26773 0.495 0.157 0.016
N -2.85665 1.51993 -0.82611 -0.114 0.103 -0.171
H 0.76322 1.91166 1.32209 -0.054 0.177 0.110
H -2.79885 -1.84950 1.52417 -0.184 0.126 -0.062
H -1.07363 -2.24735 1.25716 0.136 0.082 -0.057
H -1.32027 -1.98525 -1.22924 0.131 0.077 0.023
H -3.05569 -1.57348 -1.05568 -0.151 0.069 0.049
H 4.99811 -0.26238 0.33312 -0.021 -0.077 0.029
H 4.32621 -1.46098 -0.78415 -0.012 -0.056 0.028
H 4.59750 0.20020 -1.31250 -0.048 -0.024 -0.027
H -1.77802 1.60201 1.00531 -0.134 0.005 -0.124
H -3.31238 0.73783 1.09455 0.082 0.082 -0.203
H 3.25331 1.78079 0.91803 0.060 -0.157 -0.079
H 1.74340 -1.62054 -0.72494 0.099 0.045 -0.022
H -3.53314 0.90451 -1.30345 0.245 0.267 0.030
H -2.04898 1.65964 -1.44973 -0.233 -0.011 0.083
H -3.31376 2.43098 -0.67154 0.127 -0.224 -0.094
```
Forces are in eV/Å.

Atom charges from the natural (NBO) analysis, given in e for atoms 1 to 4: atom 1 (C): -0.162, atom 2 (C): 0.100, atom 3 (C): 0.463, atom 4 (C): -0.435

=====

No. 2
The following is a quantum chemistry calculation of a cluster of 15 separate species, C3H32N2O14 in total, from the Open Molecules 2025 dataset.

Relative energy (zero: lowest compared OMol25 entry of this formula, charge and spin) in kcal per mole: 85.2
Spin multiplicity: 1
Total charge: 0
Orbital gap in eV: 9.39

XYZ file:
```
51
Properties=species:S:1:pos:R:3:forces:R:3
C 2.14583 2.97457 0.61799 1.000 1.005 -1.044
C 1.60121 3.78863 -0.34403 -2.285 -1.445 1.600
N 0.21203 3.68099 -0.14041 0.527 0.038 2.214
C 0.04790 2.87960 1.03931 0.296 1.119 -2.556
N 1.19839 2.38321 1.40475 -0.481 0.387 0.610
H 3.21164 2.93167 0.82135 -0.302 -0.512 0.040
H 1.88646 4.33792 -1.18986 0.959 0.609 -0.638
H -0.37761 4.49195 -0.34174 0.032 -0.762 -0.170
H -0.95848 2.63378 1.38257 0.662 0.069 -0.060
H 0.68066 -3.03743 2.87924 0.579 0.262 0.367
H 0.02823 -2.26911 4.09181 0.043 0.435 -0.039
O 0.15201 -3.12093 3.67516 -0.379 -0.522 0.110
H -1.17812 1.47768 -2.17744 -0.008 0.214 -1.051
H -1.56720 2.44017 -1.25119 -0.306 0.828 -1.559
O -1.55808 2.37533 -2.25363 0.134 -1.048 2.531
H -3.80081 -0.40517 0.81783 -0.586 -1.304 0.224
H -3.37907 -0.38351 -0.48243 -1.022 -1.423 -0.362
O -3.92616 -1.03440 0.06057 1.280 3.421 0.277
H 1.61273 -2.30513 -1.76143 -0.076 -0.598 -0.782
H 3.10605 -2.18570 -1.21430 -0.451 -0.051 -0.173
O 2.21981 -1.79941 -1.23160 0.160 0.559 0.847
H 0.70002 1.07108 -3.20780 0.133 0.334 -0.078
H 0.90168 0.05438 -2.15381 0.357 -0.467 0.037
O 1.10542 0.97433 -2.33884 -0.248 0.024 -0.112
H 4.57975 1.82392 -0.36136 0.382 -0.129 0.466
H 4.09686 1.45960 -1.67949 0.268 -0.529 -0.201
O 4.81433 1.21804 -1.06949 -0.711 0.537 -0.326
H -1.04389 -1.56052 -2.51497 -0.495 -0.170 0.198
H -0.48377 -2.37904 -3.68835 -0.006 0.004 0.097
O -0.22432 -1.82392 -2.94698 0.611 0.126 -0.060
H -0.03297 -0.09060 2.29944 0.279 0.289 -0.507
H -0.63673 1.19670 2.88762 0.611 0.394 0.013
O -0.46403 0.27837 3.07961 -0.371 -0.872 0.761
H -2.93548 1.73720 1.98455 0.316 -0.787 0.168
H -1.93272 0.43538 2.05425 -0.630 0.843 -0.040
O -2.36181 1.12962 1.48639 -0.714 -0.159 -0.308
H -3.06881 -2.18242 -0.63929 0.406 -0.642 -0.084
H -1.97641 -3.25937 -0.49113 0.097 -0.283 0.064
O -2.48269 -2.79083 -1.15506 -0.031 0.034 0.007
H 0.57388 -0.99783 -0.17600 0.317 -0.317 -0.011
H 0.67500 0.48653 0.03203 0.056 0.146 0.223
O 0.21841 -0.29449 0.37105 -0.276 0.058 -0.025
H 2.30324 0.14452 3.22170 -0.539 -0.253 -0.212
H 1.74250 -1.35115 3.17861 0.188 0.758 -0.014
O 2.46392 -0.77460 3.45979 0.526 -0.381 0.235
H 0.92956 -3.30737 0.48944 -0.384 -1.829 1.226
H -0.00416 -3.69712 1.68110 0.190 -0.799 -0.838
O 0.67450 -4.09341 1.08672 -0.108 2.511 -0.886
H -3.23099 -1.78498 -2.87371 0.359 1.996 2.086
H -3.16382 -0.70901 -3.70355 0.167 1.699 0.884
O -3.09388 -0.76773 -2.71501 -0.526 -3.415 -3.148
```
Forces are in eV/Å.

Atom charges from the natural (NBO) analysis, given in e for atoms 1 to 4: atom 1 (C): -0.102, atom 2 (C): -0.077, atom 3 (N): -0.552, atom 4 (C): 0.144

=====

No. 3
The following is a quantum chemistry calculation of a structure of composition C31H47AuNO2P2S2, from the Open Molecules 2025 dataset.

Spin multiplicity: 3
Total charge: +1
Orbital gap (alpha / beta) in eV: 5.68 / 4.70
Expectation value of S²: 2.004

XYZ file:
```
86
Properties=species:S:1:pos:R:3:forces:R:3
Au 0.20128 -0.78858 -3.84225 0.273 -0.364 4.029
C -0.33699 -2.70166 1.97389 -0.221 -0.152 0.002
C 1.02533 -2.84462 1.63235 -0.046 0.275 -0.148
C 0.87876 -1.34085 3.36056 0.257 0.108 0.226
C -0.42679 -1.80866 3.07188 -0.163 0.119 0.043
C 1.77738 -1.98042 2.47014 0.201 -0.285 -0.222
C -1.49317 -3.38670 1.35466 -0.158 -0.173 -0.018
H -1.20818 -3.92208 0.44396 -0.071 0.096 0.247
H -2.26928 -2.64560 1.11962 0.120 -0.221 0.061
H -1.93199 -4.11902 2.04802 0.078 0.144 -0.083
C -1.64212 -1.47156 3.82584 -0.311 -0.171 0.167
H -2.47025 -2.13147 3.54611 0.126 0.141 0.152
H -1.95011 -0.43851 3.60566 0.098 -0.082 0.022
H -1.45162 -1.55288 4.90462 -0.121 0.046 -0.195
C 1.24808 -0.42855 4.45596 -0.295 0.288 0.299
H 1.79937 -0.97768 5.23624 -0.035 0.150 -0.179
H 0.34789 0.00027 4.91277 0.264 -0.044 -0.043
H 1.86908 0.41568 4.12667 -0.060 -0.210 0.066
C 3.24906 -1.82190 2.44807 0.192 0.228 -0.057
H 3.73160 -2.56039 3.10161 -0.090 0.053 -0.030
H 3.53370 -0.82663 2.81008 0.010 -0.245 -0.095
H 3.65466 -1.97133 1.43850 -0.105 0.107 0.275
C 1.57311 -3.70408 0.56400 0.099 -0.068 -0.192
H 1.79236 -4.71084 0.94433 0.030 0.135 -0.023
H 2.50668 -3.26352 0.20089 -0.176 -0.233 -0.136
H 0.85996 -3.82468 -0.26227 0.243 0.110 0.167
C -0.99812 0.37596 -5.16457 -2.003 -1.252 -1.349
C -1.26138 -1.04872 -5.27919 -1.477 2.571 -1.912
C -0.65610 -1.95665 -6.33995 0.047 -0.132 1.068
C 0.86605 -1.72976 -6.53334 0.711 -0.707 -0.862
C 1.66844 -1.19393 -5.35455 1.026 0.798 0.075
C 1.83494 0.13793 -4.86614 1.640 -1.065 -2.005
C 1.31669 1.38264 -5.56744 -0.101 0.545 0.582
C -0.10245 1.16952 -6.10725 -0.721 -0.051 -0.498
H -1.21809 -1.93888 -7.28608 0.269 0.248 0.266
H 1.08550 -1.21040 -7.47874 -0.076 0.163 0.481
H -0.77190 -2.97825 -5.93887 -0.103 0.288 -0.263
H -0.08651 0.65750 -7.08225 0.097 0.166 0.341
H -1.68054 0.97778 -4.54718 0.224 -0.448 -0.220
H -2.15092 -1.41890 -4.79370 -0.201 -0.016 0.108
H -0.58786 2.14950 -6.29349 0.315 -0.529 0.173
H 1.30702 2.23996 -4.86932 -0.050 -0.539 0.103
H 2.61783 0.24586 -4.12648 0.100 0.197 -0.029
H 1.96823 1.77991 -6.36562 -0.023 -0.729 0.152
H 1.29031 -2.73871 -6.67275 -0.149 0.408 -0.232
H 2.29153 -1.98067 -4.90784 0.017 0.585 -0.007
P -1.44619 -0.45410 -0.68084 -0.210 0.104 0.472
P 1.78883 0.80093 -0.35024 -0.437 -0.480 -0.855
C -0.89717 1.23181 -1.48145 0.309 -0.961 -0.475
C 0.38235 1.89847 -0.92698 0.166 -0.219 0.104
H -1.75069 1.86720 -1.23333 0.034 -0.112 -0.186
H -0.87559 1.13480 -2.58995 0.066 0.252 0.510
H 0.84358 2.53223 -1.69727 -0.413 0.072 0.153
H 0.13081 2.51240 -0.04616 -0.073 -0.163 -0.532
C 2.21011 1.53258 1.24496 -0.036 0.185 0.204
H 2.13161 0.75571 2.01309 0.119 0.346 -0.034
H 1.46544 2.32146 1.50497 0.846 -0.674 -0.123
H 3.22151 1.95104 1.22067 -0.133 -0.127 0.167
C 3.15710 1.46563 -1.40309 -0.036 -0.071 -0.259
H 2.88135 2.43154 -1.85548 0.281 -0.248 0.177
H 3.37959 0.73983 -2.19889 0.128 0.321 0.189
H 4.04270 1.59171 -0.77167 -0.048 -0.030 -0.316
C -3.24617 -0.09307 -0.82652 -0.072 -0.042 0.391
H -3.77180 -0.91964 -0.32060 -0.115 0.335 -0.320
H -3.52426 -0.04796 -1.89416 -0.111 0.066 0.469
H -3.47139 0.84645 -0.31151 -0.146 -0.252 -0.140
C -1.69071 -1.99466 -1.78315 0.394 0.433 -0.459
H -1.96077 -2.85320 -1.12640 0.562 0.706 -0.399
H -0.75787 -2.22804 -2.34514 -0.231 -0.505 0.193
H -2.53396 -1.89386 -2.47012 0.233 0.052 -0.249
O 1.08069 5.01371 3.94032 0.176 -0.298 -0.067
S 0.81409 3.61066 4.07278 -1.510 -0.517 -0.307
O 1.82950 2.75626 4.66103 -0.343 0.350 -0.524
N 0.23330 2.94932 2.65471 -0.880 -0.178 0.143
C -0.98822 2.39833 2.75609 2.049 0.910 -0.071
S -1.68310 1.29483 1.69705 0.015 0.333 -0.120
C -1.63586 2.72211 4.02119 -0.032 -0.468 1.685
C -2.87512 2.26199 4.47132 0.109 0.351 -0.004
C -3.22992 2.48895 5.80243 0.341 0.244 -0.028
C -2.33221 3.12946 6.67495 -0.085 -0.091 -0.223
C -1.06738 3.53789 6.23457 -0.061 0.116 -0.224
C -0.73300 3.32199 4.90356 -0.817 0.016 0.691
H -3.52699 1.75114 3.75780 0.143 0.173 0.334
H -4.20797 2.17722 6.16393 0.227 0.043 -0.032
H -2.62928 3.30436 7.70873 0.112 -0.041 -0.248
H -0.35743 4.03711 6.89161 -0.209 -0.186 0.006
```
Forces are in eV/Å.

Atom charges from the Löwdin analysis, given in e for atoms 1 to 4: atom 1 (Au): 1.052, atom 2 (C): -0.140, atom 3 (C): -0.136, atom 4 (C): -0.123

=====

No. 4
The following is a quantum chemistry calculation of a structure of composition C42H50BInN8Si2, from the Open Molecules 2025 dataset.

Spin multiplicity: 1
Total charge: 0
Orbital gap in eV: 7.03

XYZ file:
```
104
Properties=species:S:1:pos:R:3:forces:R:3
In -0.31893 0.00861 -0.03181 -0.812 -0.381 -0.111
C 5.76262 -1.68541 -0.07108 -0.129 -0.019 -0.007
C 4.86602 -0.49281 -0.01726 0.041 0.115 0.036
C 5.22055 0.83059 0.04573 -0.003 0.009 -0.010
C 4.00485 1.54311 0.08193 0.101 -0.382 -0.023
N 2.97559 0.69409 0.03890 -0.130 0.286 0.034
N 3.51376 -0.54611 -0.01647 0.184 -0.246 -0.048
B 2.65777 -1.82011 -0.04368 0.078 0.542 0.007
N 1.80881 -1.88436 1.24911 0.295 -0.236 -0.036
N 0.80994 -1.03176 1.55802 -0.519 0.485 -0.079
C 0.38657 -1.30833 2.80092 0.248 -0.337 -0.037
C 1.16274 -2.35794 3.30254 -0.029 0.134 -0.011
C 2.05188 -2.68921 2.29773 -0.273 -0.082 0.196
C 3.06842 -3.77922 2.33053 0.069 0.106 -0.118
C -0.76088 -0.66374 3.45101 -0.120 0.164 -0.016
C -1.20779 0.60087 3.07689 0.111 -0.129 0.058
C -2.35437 1.14107 3.63452 -0.025 0.050 -0.024
C -3.04536 0.44374 4.61232 -0.018 0.024 0.011
C -2.58190 -0.79541 5.02939 -0.023 -0.013 0.028
C -1.45441 -1.34848 4.44849 0.039 -0.065 -0.033
N 1.81808 -1.86118 -1.34273 0.227 -0.241 0.047
N 0.79899 -1.02310 -1.63224 -0.433 0.452 0.027
C 0.35300 -1.31247 -2.86606 0.303 -0.362 0.074
C 1.13054 -2.35534 -3.37769 -0.068 0.145 -0.002
C 2.04620 -2.66925 -2.39154 -0.244 -0.086 -0.187
C 3.08009 -3.74227 -2.44708 0.045 0.104 0.118
C -0.81291 -0.68314 -3.49528 -0.127 0.170 0.016
C -1.57761 -1.40918 -4.40765 0.052 -0.064 0.043
C -2.72693 -0.86306 -4.95113 -0.037 -0.017 -0.034
C -3.13453 0.41180 -4.58551 -0.020 0.034 -0.011
C -2.36547 1.15245 -3.70230 -0.028 0.020 0.019
C -1.20178 0.61489 -3.17903 0.109 -0.080 -0.041
C 3.87930 3.00373 0.15012 -0.094 0.216 -0.009
C 2.65627 3.64264 -0.02804 0.216 -0.153 -0.026
C 2.56861 5.02456 0.01347 0.064 0.069 -0.036
C 3.69848 5.79471 0.23786 0.027 0.041 0.014
C 4.92177 5.16887 0.42638 0.051 -0.023 0.009
C 5.01107 3.78854 0.38297 -0.042 -0.014 0.010
H 6.79944 -1.35620 -0.06805 0.008 0.003 0.000
H 5.59165 -2.27384 -0.97301 0.043 -0.023 0.014
H 5.60741 -2.33976 0.78754 0.043 -0.023 -0.019
H 6.22584 1.21397 0.04907 -0.003 0.026 0.000
H 3.35776 -2.77982 -0.05011 0.057 -0.016 -0.007
H 1.10362 -2.81171 4.27635 -0.007 0.014 0.007
H 3.03107 -4.26245 3.30409 0.014 -0.016 0.004
H 4.07485 -3.39248 2.17215 0.002 -0.035 0.009
H 2.86879 -4.52714 1.56243 0.013 0.010 0.000
H -0.63884 1.18688 2.37119 -0.019 0.084 -0.054
H -2.71179 2.10719 3.30370 0.040 0.032 -0.015
H -3.93640 0.86894 5.05485 -0.016 -0.013 -0.020
H -3.11444 -1.34167 5.79697 0.015 -0.011 0.000
H -1.11979 -2.33104 4.75596 -0.028 -0.014 -0.025
H 1.05069 -2.81456 -4.34763 0.004 0.016 -0.011
H 3.02010 -4.23309 -3.41572 0.017 -0.019 -0.004
H 2.91837 -4.48722 -1.66753 0.016 0.009 -0.002
H 4.08372 -3.33586 -2.32508 0.005 -0.037 -0.002
H -1.28209 -2.41638 -4.67384 -0.028 -0.014 0.039
H -3.32047 -1.44111 -5.64744 0.015 -0.011 0.000
H -4.04422 0.83040 -4.99535 -0.010 -0.008 0.013
H -2.67558 2.14873 -3.41641 0.031 0.029 0.010
H -0.57454 1.22118 -2.54401 -0.024 0.069 0.061
H 1.78035 3.03613 -0.20326 0.179 0.083 -0.007
H 1.61211 5.50728 -0.13587 0.079 0.042 0.019
H 3.63130 6.87452 0.26743 -0.028 -0.002 -0.003
H 5.81224 5.75722 0.60810 -0.008 0.004 0.001
H 5.97118 3.31613 0.53740 0.013 -0.003 0.007
C -3.22043 -3.42123 -1.58472 -0.109 0.015 0.382
Si -2.30256 -2.84898 -0.02427 0.015 -0.431 -0.062
C -0.68281 -3.81407 -0.09605 -0.004 0.404 -0.003
C -3.07925 -3.38491 1.62309 -0.120 0.056 -0.347
N -2.08465 -1.13301 -0.07159 0.484 0.264 0.123
C -3.16664 -0.25431 -0.02880 -0.083 0.033 0.004
C -4.48785 -0.71140 0.02519 0.021 -0.013 -0.041
C -5.58355 0.13547 0.04570 -0.035 -0.014 0.021
C -5.37337 1.49919 0.03094 0.024 0.059 0.020
C -4.07306 1.98133 0.00076 0.138 0.000 -0.055
C -2.94816 1.15431 -0.03696 -0.381 -0.022 -0.008
N -1.64605 1.68948 -0.09438 0.660 -0.411 0.160
Si -1.13690 3.34805 -0.05518 0.334 0.622 -0.048
C -0.13142 3.71262 -1.62417 -0.077 -0.156 0.255
C -2.36795 4.79557 -0.03216 -0.080 -0.445 -0.001
C -0.08475 3.68260 1.48949 -0.134 -0.190 -0.254
H -3.11978 -4.49970 -1.72811 0.010 -0.015 0.029
H -2.78084 -2.92124 -2.45087 0.047 0.021 0.033
H -4.28418 -3.18087 -1.58004 0.004 -0.020 -0.039
H -0.91401 -4.88040 -0.04230 -0.092 0.014 0.006
H -0.02100 -3.57948 0.73724 0.076 -0.008 0.064
H -0.14652 -3.64185 -1.02988 0.068 0.010 -0.064
H -2.97620 -4.46121 1.77880 0.014 -0.018 -0.041
H -4.13786 -3.13469 1.70332 0.007 -0.008 0.041
H -2.56459 -2.87410 2.44124 0.033 0.010 -0.050
H -4.66447 -1.77784 0.04089 -0.024 0.031 -0.001
H -6.58512 -0.27497 0.07398 0.011 -0.010 0.005
H -6.19912 2.19932 0.04394 -0.012 -0.026 0.009
H -3.92913 3.04651 -0.00938 0.001 0.118 0.002
H -0.77864 3.81453 -2.49681 -0.129 -0.074 0.014
H 0.61511 2.94847 -1.84903 0.000 0.037 -0.109
H 0.39953 4.65949 -1.50720 -0.044 -0.070 -0.094
H -3.02330 4.81243 -0.90472 -0.011 0.009 0.004
H -1.77799 5.71573 -0.04848 0.093 -0.051 0.002
H -2.98733 4.81988 0.86598 -0.012 0.005 -0.002
H 0.68342 2.92448 1.65805 0.003 0.031 0.106
H -0.69991 3.74857 2.38834 -0.135 -0.084 -0.001
H 0.43000 4.63960 1.38200 -0.070 -0.084 0.074
```
Forces are in eV/Å.

Atom charges from the Löwdin analysis, given in e for atoms 1 to 4: atom 1 (In): 0.941, atom 2 (C): -0.015, atom 3 (C): -0.268, atom 4 (C): 0.021

=====

| no. | calculated total energy (eV) |
| --- | --- |
| 1 | -12990.2379 |
| 2 | -35274.5764 |
| 3 | -82421.7594 |
| 4 | -77899.3043 |